<A>
Below is the molecule CH3NO, with properties calculated with wB97M-V/def2-TZVPD.

Each line ends with the Löwdin charge.
Cartesian coordinates (Å):
N 0.0901 0.7521 -0.8469  0.101
C -0.3567 -0.1541 0.0729  -0.435
O 0.3012 -0.7225 0.8994  0.030
H -0.5478 1.3876 -1.2951  0.086
H 0.9898 0.6844 -1.2905  0.096
H -1.4477 -0.3089 -0.0256  0.121

Properties
- SMILES = NC=O
- molar mass (u) = 45.04

=====

<B>
Below is a structure of composition CH3NO, with properties calculated with wB97M-V/def2-TZVPD.

Each line ends with the Löwdin charge.
Cartesian coordinates (Å):
C -0.2131 -0.5657 -0.1584  -0.027
N 0.5906 0.4200 -0.0067  0.084
O -2.0150 0.0164 -0.0226  -0.409
H 0.1019 -1.5103 0.0269  0.051
H 1.5999 0.3415 0.1005  0.126
H -0.0644 1.2982 0.0603  0.175

Properties
- molar mass (u) = 45.04

=====

<C>
Below is the molecule CH3NO, with properties calculated with wB97M-V/def2-TZVPD.

Each line ends with the Löwdin charge.
Cartesian coordinates (Å):
C 0.0439 -0.4514 0.0555  -0.254
N -0.9561 0.4919 0.5723  0.000
O -0.2092 -0.4153 1.3941  -0.085
H -0.3184 -1.2945 -0.4963  0.087
H 1.1753 -0.1532 -0.2507  0.152
H -0.6779 1.4805 0.4103  0.100

Properties
- SMILES = C1NO1
- molar mass (u) = 45.04

=====

<D>
Below is the molecule CH3NO, with properties calculated with wB97M-V/def2-TZVPD.

Each line ends with the Löwdin charge.
Cartesian coordinates (Å):
C 0.5765 0.2369 -0.5892  -0.065
N -0.2994 0.3695 0.3225  -0.108
O -0.9517 -0.8281 0.6643  -0.072
H 1.2041 -0.6513 -0.8522  0.089
H 0.8842 1.2822 -0.9304  0.086
H -1.4137 -0.4092 1.3851  0.071

Properties
- SMILES = C=NO
- molar mass (u) = 45.04

=====

In terms of stability, <A> leads; the second structure lies 242.1 kJ/mol higher.

=====

<A>
Below is the molecule C7H12N2O4, with properties calculated with wB97M-V/def2-TZVPD.

Each line ends with the Löwdin charge.
Cartesian coordinates (Å):
C -1.8307 1.6602 0.0837  0.002
C -1.1487 0.3093 -0.2055  -0.255
O -1.8906 -0.7343 0.2420  0.005
N -1.2706 -2.0409 0.1907  0.157
C -1.5388 -2.9381 1.1259  -0.595
N -2.5447 -2.7519 2.0852  0.165
O -0.8408 -3.9441 1.2294  0.028
C 0.1769 0.2374 -0.4968  -0.029
C 1.4624 0.7123 -1.1150  -0.190
C 2.4917 1.5050 -0.2836  -0.057
C 1.2139 -0.7602 -0.9540  -0.495
O 2.0743 -1.4260 -0.0498  0.035
O 0.7674 -1.6451 -1.9546  0.059
H -1.7128 1.8453 1.1344  0.074
H -2.8784 1.8086 -0.2358  0.087
H -1.1663 2.3556 -0.4925  0.096
H -0.6614 -2.1503 -0.5240  0.082
H -2.7665 -3.5321 2.6389  0.084
H -3.1765 -1.9675 1.8791  0.102
H 1.2648 1.1342 -2.0399  0.113
H 2.1436 1.4525 0.8909  0.128
H 2.3934 2.6382 -0.5868  0.102
H 3.5163 1.0829 -0.2915  0.068
H 1.5397 -1.7851 0.7167  0.137
H 1.5212 -2.0978 -2.2975  0.097

Properties
- SMILES = C/C(ONC(N)=O)=C1\[C@@H](C)C1(O)O
- molar mass (u) = 188.18

=====

<B>
Below is the molecule C7H12N2O4, with properties calculated with wB97M-V/def2-TZVPD.

Each line ends with the Löwdin charge.
Cartesian coordinates (Å):
C -1.6242 1.0689 2.9439  -0.058
C -0.3991 0.1675 2.9378  -0.213
O -0.1926 -0.3839 1.6356  0.015
C 0.8209 0.1228 0.9183  -0.538
O 1.6139 0.9466 1.2856  0.126
N 0.9222 -0.5392 -0.2716  0.109
C 1.4507 -0.2277 -1.5767  -0.178
C 1.6116 1.2003 -2.0342  -0.021
C 0.1469 -0.9176 -1.3591  -0.235
C -0.2670 -2.3103 -1.6746  0.003
N -1.2265 0.1696 -1.6049  -0.306
O -1.9901 -0.1650 -2.4587  0.084
O -1.2528 1.1139 -0.8741  0.087
H -2.5032 0.5079 2.6376  0.077
H -1.7828 1.4624 3.9432  0.076
H -1.4796 1.8942 2.2514  0.079
H -0.5346 -0.6852 3.6093  0.124
H 0.4962 0.7264 3.2280  0.118
H 2.2925 -0.8634 -1.8499  0.148
H 0.6732 1.7460 -2.0637  0.069
H 2.0610 1.2198 -3.0235  0.081
H 2.2690 1.7179 -1.3380  0.085
H -0.8536 -2.7209 -0.8554  0.094
H 0.6138 -2.9316 -1.8234  0.093
H -0.8657 -2.3192 -2.5829  0.082

Properties
- SMILES = CCOC(=O)N1[C@H](C)[C@]1(C)[N+](=O)[O-]
- molar mass (u) = 188.18

=====

In terms of stability, <B> leads; the second structure lies 45.1 kJ/mol higher.

=====

<A>
Below is the molecule BH4NS, with properties calculated with wB97M-V/def2-TZVPD.

Each line ends with the Löwdin charge.
Cartesian coordinates (Å):
N -1.0663 0.6662 0.0985  -0.004
B 0.1193 -0.3428 -0.0342  -0.675
S 1.8404 0.1461 0.0487  0.730
H -1.9446 0.2316 0.5198  0.075
H -1.0994 1.6610 0.0805  0.022
H -0.3236 -1.3953 -0.4737  0.029
H 2.4741 -0.9668 -0.2395  -0.177

Properties
- SMILES = NBS
- molar mass (u) = 60.92

=====

<B>
Below is a cluster of 2 separate species, BH4NS in total, with properties calculated with wB97M-V/def2-TZVPD.

Each line ends with the Löwdin charge.
Cartesian coordinates (Å):
B 0.1006 -0.5941 -0.1299  -0.377
N 0.0736 1.4243 1.1092  -0.119
S 0.8468 -0.6129 -1.7331  0.747
H -0.5662 -1.3370 0.4902  -0.029
H -0.7542 1.2455 1.7963  -0.030
H -0.3310 1.8134 0.1722  -0.054
H 0.6305 -1.9393 -1.7048  -0.138

Properties
- molar mass (u) = 60.92

=====

In terms of stability, <A> leads; the second structure lies 364.7 kJ/mol higher.

=====

<A>
Below is a structure of composition CH2N4O3, with properties calculated with wB97M-V/def2-TZVPD.

Each line ends with the Löwdin charge.
Cartesian coordinates (Å):
C 1.7570 -0.3118 0.0840  -0.376
N 2.9139 -0.6645 -0.0854  0.131
N 0.6165 -0.0234 0.3546  0.158
N -0.8665 0.3420 -0.7588  0.077
N -1.5730 -0.6495 0.0333  -0.462
O -1.4899 -1.7506 -0.4204  0.126
O -2.2865 -0.1567 0.8678  0.090
O -1.2820 1.5514 -0.3943  0.012
H 3.8155 -0.0604 -0.1757  0.128
H -1.6051 1.7233 0.4949  0.116

Properties
- molar mass (u) = 118.05

=====

<B>
Below is a cluster of 2 separate species, CH2N4O3 in total, with properties calculated with wB97M-V/def2-TZVPD.

Each line ends with the Löwdin charge.
Cartesian coordinates (Å):
C 0.6948 -1.5896 -1.1098  -0.322
N 1.1358 -2.4366 -1.7735  0.188
N 0.2644 -0.5045 -0.5296  0.054
N 1.0708 0.2248 0.1550  0.126
N 0.7118 1.4075 0.5487  -0.286
O -0.6678 1.5658 0.7514  0.112
O 1.4817 2.2669 0.8827  0.124
O -1.7873 -1.1941 -0.3287  -0.123
H -0.9673 2.3001 1.3176  0.148
H -1.9370 -2.0402 0.0861  -0.021

Properties
- molar mass (u) = 118.05

=====

In terms of stability, <A> leads; the second structure lies 187.4 kJ/mol higher.

=====

<A>
Below is the molecule C5H15N2, with properties calculated with wB97M-V/def2-TZVPD.

Each line ends with the Löwdin charge.
Cartesian coordinates (Å):
N 1.3232 -0.9667 -0.7041  0.025
C 0.0802 -0.4616 -0.1256  -0.434
C -0.1030 1.0228 -0.3523  -0.194
C 0.7825 1.8787 0.5460  -0.253
C 0.1037 2.2252 1.8787  -0.104
C -1.1446 -1.1991 -0.6934  -0.261
N -0.8439 -2.6342 -1.0275  -0.006
H 1.9511 -1.3429 0.0015  0.077
H 0.1846 -2.7347 -1.0359  0.059
H 1.8407 -0.3009 -1.2630  0.079
H 0.1246 -0.7238 0.9366  0.128
H -1.1631 1.2392 -0.2640  0.113
H 0.1711 1.2091 -1.3971  0.120
H 1.0488 2.8038 0.0496  0.099
H 1.7207 1.3733 0.7658  0.100
H 0.0668 1.3200 2.4980  0.071
H -0.9391 2.4880 1.7041  0.069
H 0.5763 3.0132 2.4432  0.064
H -1.9583 -1.2377 0.0302  0.086
H -1.4534 -0.7588 -1.6491  0.095
H -1.1351 -2.8839 -2.0116  0.038
H -1.2335 -3.3292 -0.3302  0.028

Properties
- 2S+1 = 2
- expectation value of S² = 0.75
- molar mass (u) = 103.19

=====

<B>
Below is the molecule C5H15N2, with properties calculated with wB97M-V/def2-TZVPD.

Each line ends with the Löwdin charge.
Cartesian coordinates (Å):
C 0.2827 1.1255 -0.1331  -0.260
N 0.9455 0.6664 -1.3315  -0.140
C 2.2774 1.2184 -1.5069  -0.149
C -0.8731 0.2347 0.3262  -0.351
N -0.3512 -1.1874 0.1532  -0.099
C -1.0470 -2.3814 0.6300  -0.164
C -1.2584 0.5025 1.7708  -0.089
H -0.0811 2.1664 -0.1360  0.130
H 0.9878 1.0839 0.7000  0.092
H 0.4206 0.8627 -2.1733  0.111
H 2.7635 0.6152 -2.2876  0.077
H 2.2536 2.2369 -1.9081  0.076
H 2.8976 1.1427 -0.6232  0.069
H -1.7720 0.2275 -0.2845  0.137
H 0.5219 -1.0906 0.8185  0.044
H 0.1934 -1.2549 -0.7099  0.102
H -1.2182 -2.2384 1.6923  0.055
H -1.9703 -2.5235 0.0818  0.085
H -0.3692 -3.2339 0.6068  0.056
H -0.4453 0.8861 2.3711  0.071
H -2.0129 1.2970 1.7717  0.083
H -1.8497 -0.3401 2.1021  0.064

Properties
- 2S+1 = 2
- expectation value of S² = 0.75
- molar mass (u) = 103.19

=====

In terms of stability, <A> leads; the second structure lies 112.2 kJ/mol higher.